ORCA calculation (the ωB97M-V functional and the def2-TZVPD basis) on a cluster of 8 separate species, C48H43BNO16 in total in a non-equilibrium geometry.

```
109
Properties=species:S:1:pos:R:3:forces:R:3:lowdin_charge:R:1
C -3.0060 -4.1298 2.3278 0.30 -0.68 -0.69 -0.094
C -1.6024 -4.3125 1.6778 -0.23 0.44 0.61 -0.115
B -0.5650 -3.2107 2.1279 0.17 -0.71 -1.40 -0.322
O 0.5119 -2.9251 1.2513 -1.80 -0.59 0.93 0.124
C -0.6746 -2.3448 3.5031 2.89 0.18 0.54 -0.336
O 0.5761 -1.6259 3.5577 -0.86 0.23 -0.25 -0.040
C -0.7530 -3.0613 4.8877 -0.37 1.18 1.37 -0.058
C -2.0792 -2.5962 5.6123 1.67 0.75 -2.02 -0.099
C -2.2375 -1.1706 4.9527 -1.98 -1.48 0.53 -0.081
N -1.6864 -1.2459 3.5592 -0.97 -1.49 0.06 0.153
H -3.6243 -4.9731 1.9952 -0.09 0.25 0.25 0.085
H -3.4633 -3.2224 1.9202 -0.04 -0.20 0.42 0.037
H -2.9936 -4.1501 3.4236 0.04 0.10 -0.23 0.060
H -1.7085 -4.2081 0.5873 0.13 -0.13 0.21 0.111
H -1.2334 -5.3355 1.8451 0.06 0.22 0.01 0.118
H 0.3750 -2.0190 0.9690 0.78 0.61 0.03 0.103
H 1.2697 -2.3028 3.6952 0.46 0.53 -0.05 0.046
H 0.0051 -2.5116 5.4661 0.11 -0.32 -0.30 0.129
H -0.4427 -4.1046 4.9670 -0.57 -0.05 -0.45 0.136
H -1.9434 -2.3252 6.6569 -0.16 -0.96 0.13 0.116
H -2.8560 -3.3196 5.3688 -0.41 0.55 0.48 0.099
H -1.8283 -0.4090 5.6082 0.22 0.18 -0.55 0.140
H -3.3177 -1.0797 4.8118 0.22 0.87 0.32 0.109
H -1.3758 -0.3790 3.1292 0.36 0.09 0.20 0.194
H -2.4674 -1.5961 2.9941 -0.12 0.45 -0.23 0.129
C 5.2178 -3.0189 4.4243 0.07 -0.02 0.08 0.030
C 6.4240 -2.8964 3.8723 -0.14 -0.05 0.19 0.040
C 6.5851 -2.4084 2.4822 0.19 -0.01 -0.05 -0.373
O 7.6793 -2.2971 1.9786 -0.03 0.01 0.01 0.136
C 5.3560 -2.0624 1.7307 -0.16 0.02 -0.12 0.039
C 4.1521 -2.1870 2.2853 0.02 0.03 -0.09 0.019
C 3.9954 -2.6714 3.6712 0.07 0.03 -0.16 -0.342
O 2.8896 -2.7781 4.1772 0.04 -0.25 0.19 0.077
H 5.0777 -3.3727 5.4377 -0.03 0.00 -0.01 0.125
H 7.3324 -3.1440 4.4062 0.02 0.01 -0.03 0.129
H 5.4902 -1.7070 0.7161 -0.01 0.03 0.01 0.114
H 3.2411 -1.9417 1.7522 -0.02 -0.07 0.01 0.114
C 3.2813 1.1564 0.9478 -0.09 0.04 0.16 0.025
C 2.4403 2.1223 1.3105 0.10 -0.19 0.08 0.028
C 1.8469 3.0372 0.3082 -0.07 0.21 -0.06 -0.387
O 1.0792 3.9151 0.6400 -0.05 -0.08 0.04 0.111
C 2.2243 2.8377 -1.1086 0.09 -0.15 -0.13 0.029
C 3.0665 1.8714 -1.4702 -0.13 0.13 -0.07 0.019
C 3.6571 0.9568 -0.4699 0.09 -0.01 -0.13 -0.374
O 4.4242 0.0705 -0.7979 -0.16 -0.02 0.14 0.075
H 3.7260 0.4788 1.6650 0.05 0.02 -0.01 0.103
H 2.1534 2.2832 2.3422 0.00 0.05 -0.01 0.123
H 1.7811 3.5165 -1.8253 0.00 0.04 0.03 0.127
H 3.3554 1.7116 -2.5006 0.06 -0.01 0.02 0.128
C 8.0889 3.7989 -2.4322 0.13 0.12 -0.06 0.022
C 9.2851 3.2519 -2.6425 -0.14 0.17 -0.01 0.030
C 9.5265 1.8131 -2.3881 0.20 -0.07 -0.04 -0.386
O 10.6149 1.3150 -2.5775 -0.03 0.01 0.00 0.115
C 8.3885 1.0049 -1.8926 -0.22 -0.02 0.06 0.033
C 7.1926 1.5526 -1.6828 0.13 -0.14 0.03 0.026
C 6.9526 2.9899 -1.9379 -0.05 0.07 0.00 -0.375
O 5.8582 3.4884 -1.7493 -0.02 -0.09 0.01 0.092
H 7.8936 4.8490 -2.6129 -0.02 -0.01 -0.02 0.114
H 10.1278 3.8266 -3.0049 0.02 -0.03 0.00 0.126
H 8.5842 -0.0446 -1.7127 0.04 0.01 0.00 0.125
H 6.3493 0.9805 -1.3205 0.04 0.00 -0.05 0.087
C -4.4583 0.6091 -0.1196 -0.01 0.07 0.00 0.019
C -4.9691 1.0965 -1.2484 0.07 0.10 0.23 0.042
C -5.2996 0.2064 -2.3861 -0.09 -0.01 -0.19 -0.357
O -5.7612 0.6501 -3.4125 0.06 0.10 0.10 0.129
C -5.0430 -1.2438 -2.2210 0.10 -0.28 0.04 0.051
C -4.5317 -1.7271 -1.0895 0.00 0.02 0.01 0.030
C -4.2024 -0.8383 0.0432 -0.12 0.04 -0.20 -0.363
O -3.7351 -1.2845 1.0810 0.24 0.21 0.15 0.043
H -4.2097 1.2423 0.7229 0.00 -0.01 0.01 0.120
H -5.1642 2.1523 -1.3872 -0.01 -0.01 -0.03 0.130
H -5.2938 -1.8777 -3.0627 -0.08 0.08 -0.04 0.107
H -4.3365 -2.7829 -0.9486 0.00 0.00 0.02 0.124
C -7.4417 -0.3125 -6.0761 -0.10 0.17 -0.08 0.024
C -7.9545 0.1682 -7.2078 0.09 -0.01 0.21 0.030
C -8.2833 -0.7247 -8.3419 -0.08 0.11 -0.19 -0.386
O -8.7478 -0.2883 -9.3721 0.01 -0.02 0.02 0.118
C -8.0227 -2.1727 -8.1713 0.08 -0.21 0.12 0.027
C -7.5102 -2.6535 -7.0402 -0.05 -0.05 -0.16 0.021
C -7.1818 -1.7600 -5.9073 0.02 0.01 0.05 -0.371
O -6.7158 -2.2012 -4.8740 0.02 -0.06 0.00 0.081
H -7.1935 0.3229 -5.2375 0.04 -0.05 0.02 0.096
H -8.1525 1.2226 -7.3511 -0.02 -0.01 -0.04 0.125
H -8.2704 -2.8093 -9.0110 -0.01 0.04 -0.02 0.125
H -7.3123 -3.7082 -6.8970 0.01 0.01 0.04 0.121
C 4.8452 5.5161 -6.8308 0.02 0.13 0.21 0.021
C 5.5922 6.0719 -5.8787 -0.22 -0.03 -0.08 0.021
C 7.0578 5.8685 -5.8380 0.10 0.07 0.10 -0.389
O 7.7377 6.3722 -4.9681 0.00 -0.06 0.05 0.095
C 7.6629 5.0268 -6.8947 -0.01 -0.13 -0.18 0.022
C 6.9159 4.4707 -7.8470 0.22 0.03 0.11 0.024
C 5.4497 4.6736 -7.8879 -0.10 -0.08 -0.16 -0.390
O 4.7687 4.1689 -8.7544 0.00 0.00 0.03 0.111
H 3.7723 5.6520 -6.8779 0.00 -0.02 -0.05 0.122
H 5.1690 6.6909 -5.0979 0.05 0.01 0.02 0.123
H 8.7359 4.8911 -6.8477 0.00 0.03 0.03 0.123
H 7.3393 3.8516 -8.6274 -0.04 0.00 -0.02 0.124
C -7.4439 0.8239 8.2392 0.22 -0.04 0.13 0.033
C -6.2130 0.3172 8.2890 -0.12 0.08 0.08 0.024
C -5.6330 -0.4011 7.1338 0.07 -0.04 0.10 -0.378
O -4.5082 -0.8655 7.1812 0.02 0.02 -0.16 0.080
C -6.4692 -0.5363 5.9199 -0.12 0.05 -0.06 0.013
C -7.6997 -0.0306 5.8684 0.20 -0.14 -0.17 0.031
C -8.2810 0.6897 7.0252 -0.21 0.10 0.06 -0.382
O -9.3982 1.1511 6.9773 0.02 -0.01 -0.03 0.130
H -7.8864 1.3523 9.0737 -0.04 0.01 -0.02 0.128
H -5.5861 0.4055 9.1668 0.03 -0.03 -0.02 0.125
H -6.0278 -1.0665 5.0849 0.00 -0.03 0.01 0.112
H -8.3268 -0.1201 4.9905 -0.04 0.02 0.03 0.126
```
Positions in Å, forces in eV/Å.

Values from the calculation:
total charge	+1
gap between HOMO and LUMO	7.3	eV
E_LUMO	-4.14	eV